Density functional theory data (the ωB97M-V functional and the def2-TZVPD basis) for a 10-piece molecular cluster, C24H43BCl2N3O29 overall.

Element x y z (Å)
O 3.458 -1.226 -0.702
C 2.378 -1.119 -1.301
O 1.549 -2.132 -1.209
B 0.292 -1.608 -1.830
O 0.586 -0.308 -2.494
C 1.771 0.075 -2.047
O 2.333 1.158 -2.315
O -0.780 -1.382 -0.775
C -1.787 -2.098 -0.922
O -2.771 -2.160 -0.181
C -1.479 -2.979 -2.181
O -0.317 -2.555 -2.768
O -2.144 -3.901 -2.561
Cl 6.268 0.589 2.257
C 6.050 0.892 0.521
C 6.799 2.192 0.104
Cl 6.715 2.461 -1.691
H 4.967 0.996 0.460
H 6.258 -0.029 -0.024
H 7.849 2.186 0.396
H 6.451 3.061 0.661
C -2.275 -6.101 -0.010
N -1.771 -5.068 0.963
O -2.515 -4.807 1.937
O -0.715 -4.508 0.793
H -3.085 -5.758 -0.654
H -2.717 -6.807 0.693
H -1.483 -6.516 -0.633
C 2.181 -3.346 1.879
N 2.718 -4.727 1.620
O 3.752 -5.109 2.185
O 2.020 -5.514 1.007
H 2.158 -2.793 0.940
H 2.883 -2.928 2.600
H 1.208 -3.499 2.346
C -5.131 -4.004 -2.623
N -6.115 -2.810 -2.737
O -7.269 -3.002 -2.297
O -5.704 -1.806 -3.329
H -4.540 -4.286 -3.495
H -5.687 -4.864 -2.251
H -4.458 -3.800 -1.790
C 2.235 0.176 2.043
O 2.556 1.443 2.706
C 2.459 2.645 2.036
O 1.680 2.836 1.081
O 3.044 3.620 2.909
C 2.784 5.014 2.679
H 3.121 -0.219 1.546
H 1.314 0.175 1.460
H 1.991 -0.395 2.939
H 3.100 5.409 1.713
H 3.144 5.619 3.510
H 1.710 5.190 2.742
C -5.467 1.072 -2.447
O -4.200 1.286 -1.724
C -4.128 1.393 -0.371
O -5.094 1.409 0.436
O -2.847 1.646 0.075
C -1.708 1.732 -0.783
H -6.148 1.895 -2.230
H -6.032 0.235 -2.039
H -5.334 0.983 -3.525
H -1.467 2.767 -1.024
H -1.801 1.233 -1.748
H -0.727 1.426 -0.417
C -6.055 -1.607 1.024
O -5.228 -1.653 2.169
C -5.155 -0.599 2.965
O -5.795 0.466 2.830
O -4.376 -0.938 4.041
C -4.118 -2.262 4.424
H -6.299 -2.569 0.573
H -5.375 -1.110 0.332
H -6.980 -1.034 1.082
H -4.844 -3.003 4.090
H -3.877 -2.333 5.485
H -3.223 -2.551 3.874
C 6.477 4.864 -7.628
O 6.034 5.128 -6.303
C 5.174 4.303 -5.626
O 4.669 3.264 -6.131
O 5.035 4.823 -4.424
C 4.009 4.324 -3.553
H 5.706 5.063 -8.371
H 6.661 3.816 -7.867
H 7.290 5.582 -7.743
H 3.019 4.197 -3.992
H 3.855 5.019 -2.728
H 4.193 3.348 -3.104
C 0.912 3.152 4.987
O -0.183 2.636 4.110
C -0.408 1.336 3.913
O -0.046 0.406 4.608
O -1.169 1.142 2.745
C -1.364 -0.149 2.224
H 1.882 2.682 4.825
H 0.682 2.900 6.022
H 1.108 4.222 4.915
H -0.615 -0.234 1.437
H -2.370 -0.250 1.816
H -1.315 -1.028 2.867

Computed properties:
Charge = -1
Energy relative to the best compared isomer or geometry (same formula, charge and spin) = 413.00 kJ/mol

Results of the Mulliken charge analysis, in e, for atoms 1 through 8: O -0.669; C 0.679; O -0.562; B 1.335; O -0.545; C 0.562; O -0.677; O -0.213